DFT (wB97M-V/def2-TZVPD) results for 13 unconnected molecules or ions with the total composition C52H104O26.

The geometry in XYZ format:
```
182
Properties=species:S:1:pos:R:3:forces:R:3
O 5.9601 -0.8452 -2.6109 0.2 0.4 -1.5
C 5.6220 -0.5601 -3.7438 -1.9 0.7 0.2
O 4.9850 -1.3980 -4.6074 0.8 -1.1 1.3
C 4.6810 -2.7248 -4.0621 0.7 0.3 0.7
C 3.6195 -3.3140 -4.9133 -0.2 -0.3 0.4
C 5.4321 0.8062 -4.4288 1.7 0.6 0.2
H 4.4291 -2.6141 -2.9721 0.1 -0.2 -1.1
H 5.5500 -3.3949 -4.1670 0.1 0.6 0.3
H 3.4401 -4.3226 -4.5491 -0.4 -0.1 0.1
H 3.9970 -3.4139 -5.9108 0.0 0.1 -0.7
H 2.7295 -2.7055 -4.8913 -0.4 0.0 -0.1
H 5.8260 1.7034 -3.9197 0.5 -0.8 0.1
H 4.3810 1.0552 -4.4499 -0.5 -0.6 -0.6
H 5.9053 0.7385 -5.4418 -0.8 0.2 0.8
O -4.0609 -3.8967 4.7473 0.8 -0.9 -2.4
C -4.3191 -3.4377 5.7968 -0.9 0.8 1.9
O -4.5402 -2.1323 6.0272 -0.7 0.0 0.5
C -4.2318 -1.1971 5.0222 1.6 1.4 0.2
C -5.2076 -0.8415 3.9198 -1.1 0.2 0.5
C -4.5012 -4.1860 7.0745 -0.3 -0.8 -0.4
H -3.1845 -1.4141 4.7289 -0.7 -0.2 -0.8
H -4.0475 -0.2385 5.5482 -0.5 -0.5 0.1
H -5.4241 -1.5316 3.1190 0.6 -0.5 -0.2
H -4.7714 0.0717 3.5278 -0.2 0.0 -0.3
H -6.2322 -0.5712 4.2867 1.0 -0.1 0.2
H -4.3048 -3.4924 7.8716 0.6 -0.2 0.6
H -3.9502 -5.1514 7.0184 -0.2 0.9 0.4
H -5.5628 -4.4049 7.1910 -0.1 -0.2 -0.2
O 0.5847 -3.2134 2.1911 0.0 1.1 1.8
C 0.8197 -2.6819 3.2670 0.1 -0.3 0.2
O 2.0656 -2.2945 3.6599 0.3 0.3 -1.1
C 3.0692 -2.1297 2.5903 0.7 -0.2 -0.1
C 4.4728 -2.0637 3.2139 -0.5 -0.8 2.2
C -0.1439 -2.4040 4.4837 1.3 1.2 -0.6
H 2.8624 -1.1917 2.0540 -0.3 -0.3 0.1
H 3.0245 -2.9738 1.8884 -0.3 0.3 0.3
H 5.3411 -2.0377 2.5914 0.1 -0.1 -1.2
H 4.6381 -2.9748 3.8614 -0.3 0.9 -0.6
H 4.6170 -1.1911 3.8706 -0.4 -0.2 -0.1
H -1.1691 -2.4398 4.1720 -0.5 -0.4 -0.2
H 0.0283 -1.3617 4.9527 0.1 -1.7 -0.9
H 0.1004 -3.1658 5.2270 -0.2 0.1 0.0
O -3.4115 2.1278 4.9320 -0.9 -0.3 0.3
C -2.4485 2.4156 4.2854 1.7 0.8 1.4
O -2.3989 2.4885 2.9745 -0.7 0.5 -0.9
C -3.6823 2.4830 2.3291 -0.9 -0.3 0.9
C -3.4129 2.5962 0.8956 -2.7 1.2 -1.7
C -1.0597 2.7599 4.8265 -1.3 -0.9 -0.4
H -4.3430 3.3368 2.6428 0.9 -0.7 0.2
H -4.1912 1.5405 2.6073 0.2 0.6 -0.3
H -4.4437 2.7544 0.3931 1.5 -0.6 0.5
H -2.9321 1.7494 0.4821 0.6 -0.8 -0.5
H -2.9077 3.5170 0.6517 0.5 0.2 0.0
H -0.7047 3.6143 4.2691 0.5 0.1 0.1
H -0.5429 1.8435 4.5553 0.8 0.1 0.1
H -1.0664 2.8784 5.8991 0.0 0.1 0.1
O -3.3150 -2.9095 0.2824 -0.7 -0.9 0.1
C -4.0585 -3.7777 0.7041 -0.5 0.0 1.6
O -3.6527 -4.9598 1.2227 -0.4 1.1 -0.4
C -2.2364 -5.1687 1.3014 0.1 -0.5 -0.2
C -2.0260 -6.4627 2.0553 -0.4 1.4 0.4
C -5.6116 -3.6710 0.8785 1.1 -2.0 -1.7
H -1.7279 -4.2973 1.6936 -0.1 0.1 0.6
H -1.8698 -5.2462 0.3106 0.3 -0.2 -1.2
H -2.2792 -6.2388 3.0829 -0.1 -0.5 0.4
H -1.0265 -6.7974 1.9876 1.3 0.0 0.1
H -2.6021 -7.2688 1.6632 -0.8 -0.4 -0.3
H -5.9636 -3.5152 1.8952 0.4 0.1 0.0
H -6.0067 -4.6778 0.5127 0.3 1.3 0.6
H -5.9183 -2.9269 0.1672 -0.5 0.5 0.0
O 0.1924 2.5453 -2.4797 -0.4 -0.2 -0.6
C 0.6095 2.0049 -3.4721 2.3 0.1 0.1
O 1.9555 2.1403 -3.8444 -1.7 0.4 0.5
C 2.6604 2.9608 -2.9268 0.9 -0.1 0.4
C 2.4239 4.4404 -3.0592 -0.6 0.5 0.9
C 0.0041 0.9874 -4.3419 -0.9 0.2 -0.4
H 3.6824 2.8062 -3.2317 0.6 -0.2 0.2
H 2.5281 2.5606 -1.9085 0.0 0.4 -0.3
H 1.3979 4.7658 -2.7549 1.1 -0.2 -0.1
H 2.5736 4.6991 -4.0803 0.0 0.3 -1.0
H 3.2335 4.9826 -2.5245 -0.7 -0.3 0.1
H -1.0057 0.8783 -3.9519 0.0 -0.8 -0.2
H 0.6811 0.1226 -4.2713 -0.7 0.0 0.0
H -0.0778 1.3067 -5.3987 0.3 0.0 0.6
O 1.2242 5.0740 2.7817 -0.4 -0.5 0.3
C 1.7473 4.5040 1.8562 0.6 1.9 0.0
O 2.6340 5.1599 1.0938 0.2 0.0 -0.6
C 3.1280 6.4565 1.4957 0.3 0.6 -1.7
C 4.0907 6.9142 0.3438 -2.0 -1.4 0.1
C 1.5429 3.0927 1.4846 -0.5 -1.0 0.3
H 3.6914 6.3377 2.3760 0.8 -0.4 1.2
H 2.4092 7.2532 1.7542 -0.4 -0.8 -0.5
H 4.3646 7.9089 0.6084 0.8 0.7 0.0
H 3.5273 6.9588 -0.6396 0.7 -0.2 1.1
H 4.9053 6.1695 0.3148 -0.1 0.7 -0.3
H 1.7606 2.7612 0.4644 0.0 0.6 0.1
H 0.4788 2.9087 1.7042 0.5 -0.4 0.0
H 2.2048 2.5161 2.1645 -0.6 0.1 -0.3
O 3.1232 -6.1209 0.1388 -0.5 0.7 -0.1
C 3.5971 -5.8968 -0.9581 1.2 -1.9 2.4
O 2.8895 -5.9739 -2.0634 0.6 0.8 -0.3
C 1.4449 -6.0019 -1.9189 0.0 0.9 -2.7
C 0.8461 -4.6614 -1.4571 1.1 -0.9 -0.4
C 5.1365 -5.8627 -1.0274 -0.8 -0.1 -2.2
H 1.1075 -6.8215 -1.3417 0.0 -0.7 1.1
H 1.2426 -6.2922 -2.9731 -0.7 0.5 0.6
H 1.3005 -4.4962 -0.5002 0.3 0.7 0.5
H -0.1701 -4.8393 -1.2388 -1.4 -0.2 0.1
H 0.9049 -3.7944 -2.1291 0.5 -0.5 0.2
H 5.5217 -6.8878 -1.1346 -0.4 0.2 0.1
H 5.5823 -5.4446 -0.1537 -0.1 0.4 0.6
H 5.4503 -5.3285 -1.9286 0.2 0.1 0.2
O -3.0782 8.0818 -0.4416 -0.4 -1.3 -0.2
C -3.4274 6.9124 -0.4976 0.5 1.5 0.5
O -2.6217 5.8924 -0.1361 -0.3 0.1 0.0
C -1.2553 6.1896 0.2779 -0.3 -0.3 -0.3
C -0.3769 6.1818 -0.9641 -1.2 -1.9 -0.7
C -4.8185 6.4680 -0.8898 -0.7 -0.9 2.2
H -1.0553 5.4269 1.0451 0.3 0.0 -0.6
H -1.2001 7.1343 0.7798 -0.3 0.7 0.2
H -0.4522 5.1472 -1.4092 0.2 0.9 0.4
H 0.6626 6.3289 -0.7280 0.4 0.5 0.0
H -0.8108 6.8415 -1.7481 0.7 0.0 0.7
H -5.5741 7.2607 -0.6925 0.8 -0.4 -0.3
H -5.0988 5.5784 -0.2254 0.4 1.1 -0.9
H -4.8701 6.1225 -1.8988 0.1 -0.1 -0.8
O -3.2422 0.2475 -3.5823 0.5 0.2 -0.8
C -4.1459 0.2690 -2.8040 -1.4 -0.7 0.6
O -5.2500 1.0764 -2.9212 0.8 -0.8 -0.6
C -5.2483 1.8706 -4.1338 1.8 1.2 1.1
C -4.2808 3.0725 -3.9407 1.3 -1.9 0.1
C -4.1470 -0.5932 -1.5547 0.9 2.2 -1.6
H -6.1898 2.3191 -4.1928 -1.8 0.1 -0.1
H -5.0436 1.2810 -5.0128 0.2 -0.3 -0.1
H -3.2071 2.7061 -4.0138 -1.3 0.7 -0.1
H -4.4113 3.4478 -2.9277 -0.1 0.2 0.0
H -4.4917 3.8422 -4.6611 0.1 0.4 -0.3
H -3.6151 0.0909 -0.9286 0.6 0.1 1.1
H -3.5856 -1.4752 -1.6931 0.4 -0.8 -0.1
H -5.0818 -0.7241 -1.1393 -2.0 -0.5 0.8
O -2.5565 -5.2237 -2.4313 0.3 -0.7 0.4
C -2.8469 -4.1744 -2.9414 2.8 1.0 0.0
O -4.0525 -3.8870 -3.3281 -0.6 1.2 -0.1
C -5.0270 -4.8316 -2.9151 -0.4 -0.7 -1.6
C -6.3621 -4.0905 -3.0712 0.4 1.2 0.0
C -1.8078 -3.0295 -3.1231 -0.4 -0.5 0.4
H -4.7889 -5.1949 -1.9106 -0.3 0.2 -0.1
H -4.8439 -5.7037 -3.6238 -0.9 0.7 1.0
H -7.1275 -4.6432 -2.5552 -0.5 -0.1 0.1
H -6.6713 -3.9006 -4.1196 0.3 -0.5 0.5
H -6.2909 -3.0274 -2.6501 0.0 -1.6 -0.1
H -2.1157 -2.3074 -3.9198 0.4 -0.6 0.7
H -0.7993 -3.5151 -3.3058 -1.3 0.9 0.2
H -1.8245 -2.5013 -2.1141 0.4 -0.6 -1.3
O 8.4502 1.7596 0.7960 1.5 -0.2 0.1
C 7.2825 1.8687 0.9050 -2.9 1.4 0.1
O 6.6584 3.0223 1.4135 1.1 -1.2 -0.6
C 7.5714 3.9862 1.9300 -1.2 0.9 1.0
C 6.8487 4.7462 3.0424 0.8 -0.6 0.5
C 6.2365 0.8670 0.4569 -0.1 0.8 0.4
H 7.9225 4.7064 1.2306 0.1 0.2 -1.3
H 8.4266 3.5333 2.3626 0.8 -0.7 0.1
H 5.7684 4.6398 2.9765 0.0 0.5 -0.2
H 7.2357 5.7619 3.1439 -0.5 0.1 -0.3
H 7.1681 4.2511 3.9518 -0.4 0.0 0.5
H 5.7983 0.4013 1.3587 0.5 -0.3 -0.5
H 6.7960 0.2361 -0.2334 -0.7 -0.5 0.2
H 5.3570 1.3618 -0.0018 0.9 -0.1 -0.1
O 1.4754 -1.2634 -2.1689 0.0 -0.6 -0.6
C 1.8621 -0.6599 -1.2048 -0.8 0.3 -0.2
O 1.0509 -0.3470 -0.1987 -0.3 0.3 1.3
C -0.2968 -0.8801 -0.1239 -1.1 0.1 -0.9
C -0.9907 -0.5147 1.1676 -0.2 0.8 -0.7
C 3.2580 -0.1241 -1.0936 -0.4 1.2 -1.1
H -0.3063 -1.9528 -0.1703 0.5 -0.6 -0.3
H -0.9533 -0.5214 -0.9708 1.1 -0.1 0.6
H -1.0275 0.5782 1.2303 -0.2 -0.1 0.3
H -0.5146 -0.9303 2.0299 0.4 -0.1 0.5
H -2.0106 -0.9365 1.1195 0.4 0.3 0.0
H 3.3925 0.6000 -0.2466 0.1 -1.0 -0.8
H 3.4249 0.3841 -2.0988 -0.1 -0.3 1.4
H 3.9118 -0.9852 -1.1665 0.4 0.1 0.6
```
Positions in Å, forces in eV/Å.

* DFT total energy: -108846.42389 eV
* E_HOMO: -9.881 eV
* orbital gap: 10.37 eV
* spin multiplicity: 1
* ΔE to the lowest compared entry with this formula, charge and spin: 3.5937 eV